The following is a quantum chemistry calculation of the molecule C3H6N2O in a non-equilibrium geometry, from the OMol25 dataset.

spin multiplicity = 1
frontier orbital gap = 0.359 hartree
energy above the lowest of the compared OMol25 structures with the same formula, charge and spin = 184.9 kJ/mol
HOMO energy = -8.96 eV
molar mass = 86.1 g mol⁻¹
net charge = 0
SMILES string = [H]/N=C/NCC=O
LUMO level = 0.02928 Eh

The geometry in XYZ format:
```
12
Properties=species:S:1:pos:R:3:nbo_charge:R:1
C 0.84 0.72 -1.25 0.28
C -0.64 -0.66 0.20 -0.32
C -1.18 -0.78 1.64 0.42
H 2.26 1.65 -2.15 0.34
H 0.45 0.15 -2.02 0.16
H 0.60 0.95 0.85 0.43
H -1.58 -0.76 -0.49 0.21
H -0.13 -1.66 0.04 0.21
H -1.95 -1.52 1.84 0.13
N 1.85 1.50 -1.21 -0.69
N 0.27 0.47 -0.01 -0.63
O -0.78 -0.07 2.57 -0.53
```